1.
The following is a DFT calculation (ωB97M-V/def2-TZVPD) of a molecular structure, C14H33LaN7O6.

Properties
Maximum force in eV/A: 4.08
Total charge: +1
2S+1: 1
HOMO level (spin up / spin down) in eV: -9.9202 / -9.4512
HOMO-LUMO gap (spin up / spin down) in eV: 5.82 / 5.33
E_tot in eV: -38617.6481
ΔE to the lowest compared entry with this formula, charge and spin in eV: 0.0000

Last column: natural (NBO) charge in e.
Geometry (Å):
O -0.654 -0.001 -4.057  -0.78
H -0.443 0.070 -4.999  0.54
La -0.174 0.123 -1.678  1.95
N -0.503 2.286 -0.376  -0.21
N 0.983 2.187 -2.357  -0.23
N -1.929 -0.850 -0.183  -0.19
N -1.174 -2.066 -2.295  -0.24
O -1.446 2.314 0.539  -0.64
O -2.461 -0.133 0.878  -0.54
O -0.961 -2.704 -3.530  -0.54
O 1.790 1.175 -2.603  -0.65
C 1.402 3.108 -1.429  0.17
C 0.508 3.218 -0.327  0.12
C -2.220 -2.166 -0.205  0.20
C -1.763 -2.851 -1.394  0.27
C 0.708 4.163 0.802  -0.67
H 1.229 3.684 1.648  0.22
H -0.267 4.526 1.145  0.25
H 1.321 5.017 0.488  0.23
C 2.691 3.823 -1.608  -0.67
H 2.794 4.115 -2.664  0.24
H 3.545 3.168 -1.359  0.23
H 2.756 4.725 -0.987  0.23
C -2.968 -2.899 0.854  -0.69
C -2.012 -4.294 -1.662  -0.70
H -3.471 -2.182 1.504  0.27
H -2.307 -3.532 1.463  0.25
H -3.710 -3.564 0.396  0.25
H -1.410 -4.652 -2.505  0.27
H -3.070 -4.479 -1.903  0.26
H -1.770 -4.893 -0.775  0.25
H -2.081 0.810 0.752  0.52
H -0.760 -1.961 -4.137  0.50
C -1.693 0.964 -3.632  -0.33
H -1.231 1.874 -3.202  0.26
H -2.372 0.477 -2.902  0.21
H -2.290 1.251 -4.511  0.25
O -4.194 2.902 -0.614  -0.95
H -4.504 1.982 -0.634  0.46
H -3.352 2.837 -0.116  0.49
C 3.858 -1.457 1.065  -0.42
N 2.747 -1.161 1.954  -0.40
C 3.011 -1.251 3.386  -0.41
C 1.580 -0.739 1.425  0.69
N 1.481 -0.578 0.114  -0.89
N 0.480 -0.466 2.251  -0.51
C -0.177 -1.553 2.955  -0.39
C 0.399 0.825 2.912  -0.40
H 4.682 -1.824 1.679  0.23
H 4.171 -0.553 0.521  0.21
H 3.563 -2.222 0.334  0.21
H 2.755 -0.317 3.904  0.22
H 2.463 -2.081 3.852  0.21
H 4.083 -1.435 3.503  0.22
H 2.379 -0.758 -0.340  0.37
H 0.439 -1.946 3.780  0.18
H -1.118 -1.173 3.374  0.23
H -0.417 -2.367 2.257  0.19
H 0.661 1.625 2.210  0.22
H -0.636 0.984 3.241  0.22
H 1.058 0.873 3.795  0.17

2.
The following is a DFT calculation (ωB97M-V/def2-TZVPD) of a molecular structure, C15H20N4O2ReS3.

Properties
Maximum force in eV/A: 0.42
Total charge: +2
2S+1: 4
HOMO level (spin up / spin down) in eV: -13.4331 / -13.2164
HOMO-LUMO gap (spin up / spin down) in eV: 7.78 / 7.05
E_tot in eV: -60556.2741

Last column: natural (NBO) charge in e.
Geometry (Å):
Re 0.022 0.337 -0.612  0.89
C -4.514 2.980 0.005  -0.41
N -4.284 1.547 0.167  -0.31
C -5.140 0.666 0.797  -0.02
C -4.563 -0.546 0.767  -0.06
N -3.338 -0.409 0.102  -0.36
C -3.186 0.898 -0.234  0.29
S -1.860 1.685 -0.965  -0.11
C -2.534 -1.540 -0.190  0.39
C -3.219 -2.733 -0.394  -0.25
C -2.517 -3.918 -0.478  -0.09
C -1.139 -3.879 -0.343  -0.26
C -0.534 -2.650 -0.231  0.15
N -1.189 -1.467 -0.195  -0.52
H -5.517 3.197 0.361  0.24
H -4.436 3.244 -1.047  0.24
H -3.783 3.533 0.591  0.23
H -6.071 0.996 1.222  0.26
H -4.881 -1.480 1.186  0.26
H -4.293 -2.728 -0.499  0.25
H -3.040 -4.850 -0.639  0.26
H -0.533 -4.772 -0.359  0.26
H 0.536 -2.571 -0.164  0.20
C 5.528 -1.083 0.763  -0.67
C 4.200 -0.889 0.126  -0.11
S 3.732 0.562 -0.761  0.13
C 3.159 -1.718 -0.024  -0.17
C 2.972 -3.139 0.371  -0.67
S 2.090 -0.728 -1.078  0.23
H 5.956 -0.131 1.074  0.24
H 6.225 -1.555 0.068  0.25
H 5.440 -1.711 1.649  0.25
H 3.944 -3.586 0.581  0.26
H 2.527 -3.716 -0.441  0.23
H 2.360 -3.251 1.268  0.24
N 2.753 4.190 -0.983  -0.68
C 2.255 3.743 0.369  -0.33
C 1.385 2.510 0.177  0.76
O 0.973 1.897 1.156  -0.63
O 1.137 2.168 -1.031  -0.76
H 2.659 5.196 -1.121  0.45
H 2.192 3.696 -1.696  0.47
H 3.732 3.944 -1.130  0.45
H 1.683 4.553 0.815  0.26
H 3.110 3.509 0.998  0.27

3.
The following is a DFT calculation (ωB97M-V/def2-TZVPD) of a single C5H6OS2 molecule.

Properties
Structure (SMILES): CC1=COC(=S)CS1
Maximum force in eV/A: 5.38
2S+1: 1
HOMO level in eV: -8.5938
HOMO-LUMO gap in eV: 8.08
E_tot in eV: -28997.7626
ΔE to the lowest compared entry with this formula, charge and spin in eV: 2.1933

Last column: natural (NBO) charge in e.
Geometry (Å):
C -2.674 -1.724 -0.472  -0.65
C -1.435 -0.862 -0.309  -0.22
C -1.427 0.434 -0.220  0.08
O -0.387 1.263 -0.184  -0.48
C 0.906 0.861 0.190  0.24
S 2.125 1.990 -0.160  -0.02
C 0.843 -0.299 0.981  -0.68
S 0.094 -1.700 0.119  0.29
H -3.099 -2.442 0.251  0.24
H -2.726 -2.290 -1.509  0.23
H -3.378 -0.854 -0.391  0.22
H -2.368 0.998 -0.551  0.21
H 1.837 -0.479 1.586  0.29
H 0.044 -0.130 1.716  0.25

4.
The following is a DFT calculation (ωB97M-V/def2-TZVPD) of 4 unconnected molecules or ions with the total composition C4H15NO3.

Properties
Structure (SMILES): C=C(N)CC.O.O.O
Maximum force in eV/A: 1.28
2S+1: 1
HOMO level in eV: -8.4475
HOMO-LUMO gap in eV: 8.97
E_tot in eV: -12023.4835
ΔE to the lowest compared entry with this formula, charge and spin in eV: 0.7348

Last column: natural (NBO) charge in e.
Geometry (Å):
C 1.960 -2.022 -1.730  -0.51
C 1.088 -1.134 -1.268  0.21
N 1.523 -0.057 -0.457  -0.87
C -0.391 -1.084 -1.522  -0.46
C -0.752 -0.087 -2.625  -0.62
H 1.667 -2.807 -2.410  0.20
H 3.032 -1.937 -1.603  0.19
H 1.057 0.839 -0.575  0.39
H 2.518 0.156 -0.526  0.38
H -0.804 -0.827 -0.544  0.23
H -0.765 -2.071 -1.789  0.22
H 0.125 0.146 -3.238  0.21
H -1.411 -0.482 -3.402  0.21
H -1.184 0.837 -2.252  0.22
O -0.994 1.449 0.769  -0.96
H -1.688 2.003 1.165  0.48
H -0.558 1.166 1.572  0.48
O 1.740 0.116 2.572  -0.95
H 1.909 -0.837 2.442  0.47
H 1.429 0.279 1.661  0.48
O -3.238 1.742 2.885  -0.94
H -3.794 2.499 2.827  0.47
H -3.659 1.116 2.284  0.47

5.
The following is a DFT calculation (ωB97M-V/def2-TZVPD) of a molecular structure, C21H25Br21Cl3N2O.

Properties
Maximum force in eV/A: 4.61
Total charge: +1
2S+1: 1
HOMO level in eV: -11.6822
HOMO-LUMO gap in eV: 7.13
E_tot in eV: -1535654.9321

Last column: Löwdin charge in e.
Geometry (Å):
C 4.961 1.050 3.258  -0.12
C 3.425 1.480 3.604  -0.24
C 2.986 2.508 2.441  -0.16
C 1.803 1.922 1.512  -0.12
N 2.111 1.686 0.155  0.16
N 1.130 1.244 -0.619  -0.08
C 1.518 1.039 -2.068  -0.14
C 1.285 2.372 -2.941  -0.15
O 0.557 3.306 -2.513  0.00
C -0.232 0.927 -0.313  -0.03
C -1.349 0.431 -1.319  -0.60
Cl -2.422 1.488 -2.329  0.63
C -1.528 -0.991 -1.420  -0.60
C -0.639 -2.049 -0.627  -0.09
Cl -2.844 -1.690 -2.507  0.57
C -0.698 1.115 1.184  -0.07
C -2.180 0.806 1.659  -0.28
C -2.336 -0.487 2.608  -0.11
C 0.393 1.657 2.181  -0.38
Cl 0.040 1.954 3.931  0.69
H 5.618 1.980 3.445  0.09
H 5.085 0.785 2.156  0.06
H 5.322 0.209 3.940  0.08
H 2.733 0.570 3.627  0.10
H 3.476 2.059 4.584  0.11
H 2.657 3.536 2.844  0.13
H 3.891 2.714 1.752  0.12
H 2.660 0.867 -2.077  0.05
H 1.060 0.102 -2.522  0.01
H 1.797 2.560 -3.959  0.15
H -0.874 -3.130 -0.954  0.04
H 0.496 -1.867 -0.723  0.09
H -0.962 -1.996 0.481  0.08
H -2.920 0.716 0.795  0.11
H -2.537 1.718 2.285  0.01
H -1.406 -1.141 2.526  0.07
H -2.527 -0.124 3.686  0.08
H -3.269 -1.092 2.319  0.04
C 4.930 -1.777 -2.339  -1.58
Br 4.301 -0.491 -3.649  0.57
Br 4.153 -1.459 -0.589  0.56
Br 4.657 -3.603 -2.929  0.58
H 6.006 -1.631 -2.242  -0.09
C -6.587 -1.674 2.663  -1.59
Br -5.849 -2.051 0.909  0.57
Br -6.180 -3.080 3.935  0.58
Br -6.037 0.069 3.315  0.58
H -7.671 -1.646 2.553  -0.06
C 8.606 0.802 -3.299  -1.59
Br 7.974 2.086 -4.607  0.57
Br 7.821 1.105 -1.551  0.56
Br 8.341 -1.024 -3.897  0.59
H 9.680 0.951 -3.198  -0.02
C -3.327 4.970 2.504  -1.58
Br -2.815 3.831 1.019  0.66
Br -4.759 6.183 2.022  0.60
Br -3.759 3.930 4.083  0.57
H -2.461 5.581 2.751  -0.02
C -9.562 -0.350 4.790  -1.63
Br -9.993 -2.121 5.452  0.56
Br -10.330 -0.029 3.038  0.57
Br -10.052 1.033 6.058  0.58
H -8.480 -0.308 4.676  -0.10
C 1.193 -1.279 -6.155  -1.55
Br 2.115 -2.933 -5.745  0.56
Br 0.170 -0.625 -4.637  0.65
Br 2.406 0.062 -6.857  0.58
H 0.474 -1.501 -6.942  -0.02
C -0.151 -6.219 -4.308  -1.61
Br -0.713 -4.641 -3.328  0.55
Br 0.382 -7.654 -3.117  0.58
Br -1.499 -6.796 -5.576  0.58
H 0.730 -5.939 -4.884  -0.05

6.
The following is a DFT calculation (ωB97M-V/def2-TZVPD) of a molecular structure, C16H31AgF3O7S.

Properties
Maximum force in eV/A: 3.06
2S+1: 2
HOMO level (spin up / spin down) in eV: -8.7194 / -8.7089
HOMO-LUMO gap (spin up / spin down) in eV: 8.85 / 6.83
E_tot in eV: -54409.8106

Last column: natural (NBO) charge in e.
Geometry (Å):
Ag -0.207 0.119 -0.340  0.92
C -2.087 3.153 0.295  -0.61
C -2.533 2.067 -0.690  0.02
C -3.766 2.500 -1.506  -0.63
O -1.519 1.818 -1.607  -0.27
H -1.259 2.843 0.933  0.21
H -2.874 3.340 1.025  0.22
H -1.876 4.077 -0.244  0.23
H -2.787 1.147 -0.162  0.16
H -4.675 2.397 -0.914  0.21
H -4.000 1.795 -2.304  0.22
H -3.858 3.523 -1.870  0.23
C 3.581 2.756 -1.856  0.73
F 3.036 3.590 -0.966  -0.33
F 4.134 3.520 -2.796  -0.31
F 4.514 1.987 -1.310  -0.32
S 2.196 1.632 -2.561  2.29
O 2.855 0.895 -3.643  -0.97
O 1.713 0.770 -1.470  -1.09
O 1.111 2.510 -3.004  -0.97
C -0.826 -3.588 -2.952  -0.44
C 0.220 -2.936 -3.846  -0.44
C 0.633 -1.686 -3.007  -0.07
O -0.179 -1.544 -1.897  -0.59
C -1.266 -2.419 -2.082  -0.07
H -0.527 -4.451 -2.357  0.21
H -1.667 -3.994 -3.515  0.22
H -0.150 -2.613 -4.819  0.22
H 1.112 -3.523 -4.065  0.22
H 0.518 -0.768 -3.583  0.20
H 1.593 -1.752 -2.497  0.20
H -2.069 -1.903 -2.609  0.16
H -1.708 -2.839 -1.178  0.19
C -0.771 -3.358 3.095  -0.44
C 0.371 -3.766 2.220  -0.42
C 0.596 -2.472 1.414  -0.08
O -0.677 -2.008 1.109  -0.57
C -1.538 -2.407 2.224  -0.08
H -0.319 -2.847 3.945  0.21
H -1.395 -4.214 3.351  0.22
H 0.018 -4.559 1.560  0.20
H 1.229 -4.107 2.798  0.22
H 1.121 -2.695 0.485  0.20
H 1.149 -1.708 1.960  0.17
H -2.522 -2.745 1.897  0.19
H -1.670 -1.495 2.805  0.17
C 0.758 2.176 3.611  -0.44
C 1.483 3.061 2.605  -0.44
C 1.733 2.123 1.368  -0.06
O 1.276 0.843 1.724  -0.57
C 1.170 0.758 3.148  -0.07
H -0.318 2.348 3.573  0.20
H 0.993 2.408 4.649  0.22
H 2.499 3.291 2.926  0.21
H 1.029 4.026 2.381  0.22
H 2.797 2.112 1.130  0.19
H 1.135 2.421 0.507  0.19
H 2.092 0.354 3.566  0.18
H 0.378 0.038 3.349  0.18

7.
The following is a DFT calculation (ωB97M-V/def2-TZVPD) of 3 unconnected molecules or ions with the total composition C19H34BrIO9.

Properties
Structure (SMILES): C[C@H](I)CC1=C(Br)C(=O)OC1=O.COCCOCCOC.COCCOCCOC
Maximum force in eV/A: 5.53
2S+1: 1
HOMO level in eV: -8.9928
HOMO-LUMO gap in eV: 7.86
E_tot in eV: -116818.7943
ΔE to the lowest compared entry with this formula, charge and spin in eV: 2.8771

Last column: natural (NBO) charge in e.
Geometry (Å):
C -3.738 -4.020 2.763  -0.66
C -2.582 -3.031 3.285  -0.29
I -3.072 -0.898 2.955  0.08
C -1.104 -3.396 2.795  -0.49
C -0.825 -3.198 1.238  -0.10
C 0.536 -3.144 0.778  -0.14
Br 2.162 -3.234 1.871  0.16
C 0.328 -3.006 -0.806  0.75
O 1.219 -2.588 -1.561  -0.49
O -0.992 -3.512 -1.121  -0.52
C -1.787 -3.016 -0.018  0.78
O -2.912 -2.495 -0.139  -0.49
H -3.892 -4.011 1.633  0.23
H -3.545 -5.121 3.060  0.22
H -4.724 -3.626 3.223  0.23
H -2.576 -3.140 4.437  0.23
H -0.376 -2.707 3.354  0.25
H -0.868 -4.463 3.176  0.25
C 2.783 3.904 6.372  -0.25
O 3.278 3.208 5.244  -0.55
C 3.416 1.813 5.495  -0.09
C 3.597 1.054 4.185  -0.09
O 2.360 0.792 3.521  -0.54
C 1.770 1.911 2.856  -0.09
C 2.475 2.262 1.550  -0.10
O 3.627 3.060 1.806  -0.55
C 4.478 3.140 0.680  -0.25
H 3.449 3.771 7.231  0.16
H 2.733 4.965 6.125  0.19
H 1.774 3.557 6.619  0.16
H 2.532 1.436 6.022  0.17
H 4.304 1.673 6.123  0.17
H 4.011 0.069 4.421  0.18
H 4.306 1.549 3.519  0.20
H 1.693 2.772 3.522  0.20
H 0.750 1.597 2.615  0.19
H 1.798 2.846 0.916  0.17
H 2.763 1.343 1.027  0.18
H 4.867 2.147 0.427  0.16
H 5.320 3.785 0.933  0.19
H 3.948 3.567 -0.176  0.17
C -2.276 -2.870 -3.695  -0.25
O -2.438 -1.513 -4.066  -0.55
C -2.288 -0.634 -2.955  -0.09
C -2.107 0.801 -3.435  -0.09
O -0.762 1.090 -3.821  -0.54
C -0.356 0.558 -5.082  -0.09
C -0.931 1.330 -6.264  -0.09
O -2.259 0.896 -6.543  -0.55
C -2.939 1.786 -7.404  -0.25
H -3.007 -3.152 -2.930  0.17
H -2.435 -3.488 -4.580  0.19
H -1.262 -3.044 -3.329  0.17
H -1.424 -0.933 -2.351  0.17
H -3.199 -0.704 -2.349  0.18
H -2.314 1.467 -2.593  0.19
H -2.810 1.059 -4.230  0.20
H -0.571 -0.510 -5.149  0.20
H 0.733 0.670 -5.105  0.19
H -0.323 1.139 -7.156  0.17
H -0.927 2.404 -6.041  0.17
H -3.052 2.765 -6.926  0.16
H -3.933 1.381 -7.599  0.19
H -2.405 1.890 -8.354  0.16

8.
The following is a DFT calculation (ωB97M-V/def2-TZVPD) of a molecular structure, C34H38BiIN3P2S3.

Properties
Maximum force in eV/A: 1.03
Total charge: +3
2S+1: 1
HOMO level in eV: -15.8584
HOMO-LUMO gap in eV: 6.76
E_tot in eV: -105345.1881

Last column: Löwdin charge in e.
Geometry (Å):
Bi 0.416 1.272 0.129  1.34
C 1.618 2.825 3.181  -0.45
C 1.365 4.200 2.588  -0.45
S 1.240 4.187 0.765  0.82
C -0.230 5.217 0.477  -0.48
C -1.537 4.716 1.070  -0.45
S -1.922 2.972 0.656  0.80
C -2.286 2.214 2.276  -0.48
C -1.170 2.241 3.303  -0.43
S 0.428 1.479 2.797  0.81
H 1.622 2.878 4.271  0.11
H 2.583 2.433 2.859  0.07
H 2.217 4.828 2.849  0.11
H 0.472 4.678 2.984  0.08
H -0.289 5.282 -0.610  0.09
H -0.010 6.214 0.859  0.11
H -2.352 5.301 0.643  0.10
H -1.585 4.827 2.152  0.08
H -2.581 1.193 2.030  0.06
H -3.155 2.723 2.694  0.11
H -1.482 1.680 4.184  0.10
H -0.939 3.255 3.620  0.08
C -0.859 -2.428 -2.078  -0.09
N -0.479 -1.320 -1.182  -0.53
P -1.716 -0.469 -0.357  0.85
C -2.897 -1.693 0.262  -0.36
C -2.662 -2.278 1.507  -0.10
C -3.506 -3.273 1.971  -0.05
C -4.584 -3.682 1.196  -0.03
C -4.813 -3.103 -0.046  -0.03
C -3.978 -2.105 -0.520  -0.08
C -2.594 0.480 -1.622  -0.42
C -1.989 0.821 -2.831  -0.10
C -2.650 1.653 -3.725  -0.04
C -3.905 2.154 -3.411  -0.03
C -4.511 1.817 -2.205  -0.04
C -3.859 0.987 -1.311  -0.13
P 1.040 -1.369 -0.375  0.85
C 1.286 -3.067 0.203  -0.37
C 0.930 -3.395 1.512  -0.11
C 1.026 -4.708 1.941  -0.05
C 1.488 -5.688 1.072  -0.03
C 1.851 -5.359 -0.228  -0.03
C 1.751 -4.051 -0.673  -0.09
C 2.279 -1.040 -1.653  -0.39
C 1.959 -0.175 -2.703  -0.12
C 2.937 0.237 -3.595  -0.05
C 4.244 -0.204 -3.439  -0.03
C 4.572 -1.058 -2.393  -0.04
C 3.598 -1.469 -1.496  -0.10
H -1.734 -2.144 -2.663  0.09
H -1.091 -3.336 -1.520  0.10
H -0.041 -2.633 -2.769  0.09
H -1.817 -1.955 2.106  0.09
H -3.331 -3.727 2.937  0.12
H -5.248 -4.453 1.562  0.13
H -5.650 -3.430 -0.649  0.13
H -4.164 -1.667 -1.491  0.11
H -1.029 0.397 -3.096  0.08
H -2.190 1.895 -4.674  0.12
H -4.422 2.791 -4.116  0.12
H -5.495 2.198 -1.968  0.12
H -4.343 0.712 -0.380  0.11
H 0.586 -2.621 2.190  0.09
H 0.745 -4.969 2.953  0.12
H 1.567 -6.713 1.410  0.13
H 2.215 -6.126 -0.898  0.13
H 2.023 -3.807 -1.691  0.11
H 0.930 0.132 -2.850  0.06
H 2.677 0.892 -4.416  0.12
H 5.007 0.106 -4.140  0.13
H 5.590 -1.407 -2.286  0.13
H 3.861 -2.137 -0.684  0.11
I 6.743 2.521 -0.025  0.97
C 5.015 1.515 0.538  -0.74
C 4.898 0.398 1.339  -0.10
N 3.588 0.115 1.439  0.01
N 2.836 0.988 0.746  -0.21
C 3.700 1.847 0.198  -0.23
H 5.663 -0.190 1.821  0.14
H 3.167 -0.662 1.923  0.16
H 3.362 2.644 -0.446  0.09